[1]
{
  "formula": "C21H22N2O4S2",
  "method": "wB97M-V/def2-TZVPD",
  "lumo_ha": 0.0017,
  "e_tot_ev": -54970.150,
  "total_charge": 0,
  "gap_ha": 0.2566,
  "de_lowest_kj_mol": 426.2,
  "homo_energy_ev": -6.9,
  "symbols": ["C", "C", "N", "C", "C", "C", "C", "N", "C", "H", "H", "H", "H", "H", "H", "H", "H", "H", "H", "H", "H", "C", "C", "C", "C", "C", "C", "S", "O", "O", "C", "C", "C", "C", "C", "C", "C", "C", "S", "O", "O", "H", "H", "H", "H", "H", "H", "H", "H", "H", "H"],
  "positions_angstrom": [[-3.422, 0.548, -1.361], [-2.356, 0.249, -0.387], [-1.060, 0.487, -0.966], [-0.927, 1.666, -1.722], [0.308, 2.429, -2.141], [-0.260, 3.654, -2.923], [-1.788, 3.537, -2.859], [-2.023, 2.347, -2.098], [-3.361, 1.980, -1.840], [-3.329, -0.104, -2.248], [-4.375, 0.374, -0.885], [-2.402, 0.820, 0.562], [-2.337, -0.817, -0.128], [0.879, 2.775, -1.274], [0.903, 1.804, -2.803], [0.045, 4.620, -2.489], [0.067, 3.663, -3.976], [-2.236, 4.440, -2.391], [-2.218, 3.498, -3.888], [-3.967, 2.123, -2.771], [-3.826, 2.687, -1.108], [2.635, -1.426, 5.566], [2.349, -2.072, 4.357], [1.534, -1.436, 3.416], [1.040, -0.175, 3.648], [1.334, 0.482, 4.847], [2.128, -0.145, 5.812], [0.019, 0.486, 2.304], [-1.344, 0.574, 2.806], [0.668, 1.658, 1.762], [0.039, -0.780, 1.109], [0.052, -0.244, -0.365], [0.496, -1.473, -1.251], [0.198, -2.807, -0.969], [0.806, -3.857, -1.688], [1.759, -3.573, -2.660], [2.080, -2.242, -2.917], [1.451, -1.190, -2.200], [1.100, -2.093, 1.788], [2.383, -2.246, 1.136], [0.270, -3.243, 2.058], [3.258, -1.921, 6.318], [2.758, -3.061, 4.163], [0.937, 1.479, 5.022], [2.352, 0.359, 6.757], [0.532, 0.739, -0.151], [-0.524, -3.113, -0.227], [0.522, -4.900, -1.489], [2.264, -4.388, -3.209], [2.823, -2.001, -3.678], [1.766, -0.172, -2.369]],
  "atomic_forces_ev_per_a": [[-0.9, 0.0, -0.9], [0.3, -0.8, 0.8], [-1.5, 3.1, -2.0], [-1.0, -2.2, 2.3], [-0.4, 0.2, -0.4], [0.3, 0.3, -0.2], [0.4, 1.3, -0.9], [1.2, -0.4, 0.1], [-2.1, 0.3, 0.2], [-0.1, 0.0, 0.5], [-0.4, -0.1, -0.1], [-0.3, -0.3, -0.4], [-0.3, 0.3, 0.2], [0.0, -0.5, 0.0], [0.3, 0.0, 0.3], [0.1, -0.6, -0.1], [0.0, -0.1, 0.5], [0.1, -0.7, 0.0], [0.1, -0.4, 0.7], [0.5, -0.2, 0.6], [0.5, -0.5, -0.3], [-0.2, 0.0, -0.4], [0.0, -0.1, 0.1], [-0.2, 0.4, -0.4], [0.0, 0.2, 0.2], [-0.1, 0.1, 0.0], [-0.2, 0.0, -0.4], [-0.7, -2.1, -0.2], [0.5, 1.0, 0.3], [-0.1, 1.2, 0.0], [0.2, 0.0, 0.8], [2.2, -0.6, 1.7], [0.7, 1.8, 1.0], [-0.4, -0.9, -0.7], [-0.3, 0.4, 0.2], [0.2, 0.0, -0.2], [-0.3, 0.7, 0.2], [0.9, -1.4, -1.2], [-0.8, 1.0, -0.1], [-0.3, -0.3, -0.4], [0.4, -0.6, -0.2], [-0.2, 0.2, -0.4], [-0.2, 0.2, -0.1], [0.1, -0.1, 0.0], [-0.1, -0.1, -0.4], [2.5, -1.3, -1.1], [0.0, 0.4, 0.2], [0.2, 0.6, 0.1], [-0.4, 0.6, 0.3], [-0.1, 0.0, 0.2], [0.1, 0.1, -0.1]]
}

[2]
{
  "formula": "C4H12NO",
  "method": "wB97M-V/def2-TZVPD",
  "lumo_ha": -0.1291,
  "e_tot_ev": -7872.312,
  "total_charge": 1,
  "gap_ha": 0.3983,
  "de_lowest_kj_mol": 191.0,
  "homo_energy_ev": -14.4,
  "symbols": ["C", "C", "C", "C", "N", "H", "H", "H", "H", "H", "H", "H", "H", "H", "H", "H", "H", "O"],
  "positions_angstrom": [[1.117, -2.713, -0.545], [0.804, -1.503, -1.366], [0.037, -0.561, -0.558], [-0.329, 0.670, -0.916], [-1.290, 1.532, -0.044], [0.346, -3.457, -0.342], [1.617, -2.355, 0.365], [1.953, -3.338, -1.023], [0.354, -1.856, -2.303], [1.777, -1.130, -1.675], [0.161, -0.756, 0.518], [-0.120, 1.133, -1.814], [-0.910, 2.337, 0.409], [-1.949, 1.977, -0.700], [-1.716, 0.979, 0.681], [0.038, 3.003, 3.486], [-1.373, 3.210, 3.077], [-0.516, 2.830, 2.751]],
  "atomic_forces_ev_per_a": [[2.7, -1.9, 0.1], [0.5, -1.4, -1.4], [0.6, 2.3, 1.1], [-1.3, -0.9, 2.1], [1.0, -0.5, -1.9], [-0.3, 0.5, 0.1], [-0.4, -0.4, 0.2], [-1.2, 0.9, 0.3], [-0.4, 0.6, 0.1], [0.0, 0.6, 0.0], [-1.2, -0.3, -0.2], [0.0, 0.8, -1.9], [1.3, 0.7, 0.8], [-0.4, -0.8, 0.4], [-0.6, -0.3, 0.2], [1.3, 0.1, 1.1], [1.0, -0.5, -0.6], [-2.5, 0.3, -0.8]]
}

[3]
{
  "formula": "C3H6N2O2",
  "method": "wB97M-V/def2-TZVPD",
  "smiles": "[H]/N=C/OCC(N)=O",
  "lumo_ha": 0.0342,
  "e_tot_ev": -10283.397,
  "total_charge": 0,
  "gap_ha": 0.3957,
  "de_lowest_kj_mol": 135.2,
  "homo_energy_ev": -9.8,
  "symbols": ["H", "N", "C", "O", "C", "C", "N", "O", "H", "H", "H", "H", "H"],
  "positions_angstrom": [[-1.114, 0.606, -2.317], [-0.930, 0.528, -1.319], [-1.322, -0.601, -0.899], [-1.182, -1.024, 0.363], [-0.278, -0.315, 1.205], [1.094, -0.210, 0.527], [1.544, 1.064, 0.313], [1.717, -1.213, 0.243], [-1.799, -1.387, -1.487], [-0.682, 0.658, 1.506], [-0.175, -0.953, 2.085], [2.312, 1.108, -0.345], [0.815, 1.740, 0.127]],
  "atomic_forces_ev_per_a": [[0.0, 0.0, 0.1], [-0.1, -0.4, 0.1], [0.0, 0.1, -0.2], [0.0, -0.1, -0.1], [0.0, 0.1, 0.1], [0.1, -0.1, -0.1], [0.0, -0.1, -0.1], [-0.1, 0.3, 0.1], [-0.1, 0.2, 0.0], [0.0, -0.1, -0.2], [0.0, 0.2, -0.1], [0.0, 0.0, 0.2], [0.1, -0.1, 0.1]]
}

[4]
{
  "formula": "C5H24NO9",
  "method": "wB97M-V/def2-TZVPD",
  "lumo_ha": 0.1146,
  "e_tot_ev": -25492.575,
  "total_charge": -1,
  "gap_ha": 0.3344,
  "de_lowest_kj_mol": 267.2,
  "homo_energy_ev": -6.0,
  "symbols": ["O", "C", "N", "C", "O", "C", "C", "C", "H", "H", "H", "H", "H", "H", "H", "H", "H", "H", "H", "H", "O", "H", "H", "O", "H", "H", "O", "H", "H", "O", "H", "H", "O", "H", "H", "O", "H", "H", "O"],
  "positions_angstrom": [[-2.003, -0.509, 0.320], [-1.728, 0.685, 0.592], [-1.984, 1.693, -0.261], [-2.408, 1.147, -1.734], [-1.575, 1.820, -2.559], [-1.457, 0.978, 1.996], [-0.125, 1.575, 2.343], [0.920, 0.562, 2.795], [-1.432, 2.515, -0.403], [-2.361, 0.166, -1.770], [-3.385, 1.644, -1.933], [-2.271, 1.679, 2.249], [-1.374, -0.079, 2.384], [-0.434, 2.261, 3.161], [0.241, 2.174, 1.558], [1.416, 0.392, 1.857], [1.633, 0.960, 3.489], [0.473, -0.362, 3.326], [-1.560, -2.322, 0.636], [-1.873, -3.379, -0.405], [-1.552, -3.305, 0.557], [0.639, -1.856, 1.312], [0.898, -3.128, 1.999], [0.971, -2.187, 2.093], [2.803, -0.938, 1.357], [2.524, -0.196, 0.131], [3.234, -0.202, 0.785], [0.109, -1.971, -1.810], [0.261, -2.541, -3.162], [-0.376, -2.376, -2.527], [-0.461, 1.653, -2.457], [0.376, 0.603, -3.452], [0.712, 1.179, -2.778], [1.109, 0.190, -1.710], [0.258, -0.128, -0.638], [1.078, -0.537, -0.910], [3.207, 0.366, -1.557], [2.290, 1.045, -2.462], [3.207, 0.725, -2.416]],
  "atomic_forces_ev_per_a": [[0.5, 0.9, -0.4], [-1.2, -1.0, -0.5], [-1.3, -2.8, -2.4], [0.3, 7.9, 1.2], [0.8, 0.6, -0.8], [0.7, -1.3, 0.3], [-0.9, 0.9, 2.7], [-1.4, -0.6, 0.4], [0.3, 0.4, 0.5], [0.1, -4.7, 0.2], [0.0, -1.1, 0.5], [0.1, -0.9, 0.6], [-1.2, 1.4, 0.5], [0.9, 0.0, -0.2], [0.6, 0.9, -1.0], [0.6, -1.1, 0.2], [0.5, 0.5, 0.2], [0.7, 1.5, -1.3], [-0.2, -0.5, 0.2], [0.8, 0.0, 2.0], [-0.7, 0.6, -2.2], [-1.3, 1.2, -2.9], [-0.2, -0.8, -0.1], [1.5, -0.8, 2.8], [1.5, 1.6, -1.0], [-0.3, 0.2, -0.6], [-0.9, -2.1, 1.7], [0.4, 0.6, 0.6], [1.9, -0.5, -2.0], [-2.4, 0.0, 1.4], [-0.9, -0.6, -0.6], [-0.1, -0.5, -0.7], [0.3, 0.5, 1.1], [-0.1, -1.1, 0.2], [-0.8, -0.3, 0.9], [0.0, 1.2, -1.0], [0.7, -0.8, 1.6], [-0.1, 0.4, -1.0], [0.7, 0.6, -1.1]]
}